DFT (wB97M-V/def2-TZVPD) results for a cluster of 2 separate species, C6H9N3O2 in total in a non-equilibrium geometry.

Geometry (Å):
C -1.8681 1.1199 0.4289
C -1.6018 -1.2813 -0.2489
C 1.9477 -1.2138 1.9847
C 1.7435 -0.0648 1.4825
C 0.1351 0.3531 -0.6698
C 1.0436 0.8216 -1.8341
N -2.2553 -0.2138 0.4962
N -0.6458 1.3135 -0.2269
N -0.5077 -0.8631 -0.9944
O -2.4921 1.9841 1.0215
O -2.0865 -2.3791 -0.2032
H 2.7865 -1.4941 2.6633
H 1.5607 -2.1540 1.5642
H 1.9911 0.9406 1.7004
H 1.7491 0.1211 -2.1203
H 1.4994 1.7586 -1.4918
H 0.4675 0.9922 -2.6951
H -3.2289 -0.3940 0.8069
H -0.0774 2.1122 0.0381
H -0.1609 -1.4592 -1.7023

The spin multiplicity is 3. For the largest force on an atom, the calculation gives 6.004 eV/Å. Its net charge is 0. Its HOMO-LUMO gap (alpha / beta) is 0.2562 / 0.3532 Eh. The value obtained for the LUMO energy (alpha / beta) is 0.63 / -0.79 eV. The energy above the lowest of the compared OMol25 structures with the same formula, charge and spin comes out at 0.0 kcal per mole.